C20H34BMoN11O6P2S as an isolated structure. Source: the OMol25 dataset; level of theory: ωB97M-V with the def2-TZVPD basis set.

```
! RIJCOSX wB97M-V def2-TZVPD def2/J DEFGRID3
* xyz 3 4
C -1.816 3.075 0.402
C 1.506 -3.183 -1.181
H 2.288 2.427 -3.772
H 3.019 -4.619 -1.069
C -2.650 2.461 2.324
S 1.381 0.356 -4.478
H 2.363 1.757 -0.149
H -3.331 -2.077 2.742
C 2.768 1.188 -2.010
H -0.134 2.073 -4.874
H -0.782 0.503 -5.231
C 2.169 0.356 3.474
O 0.103 -0.885 -1.855
N -2.103 0.170 3.978
C -3.816 0.151 5.263
H 3.239 -3.555 -2.331
N -1.884 -0.980 1.703
H 3.037 0.273 4.103
H 2.113 -4.787 -2.441
O -0.229 -2.879 -3.264
C 2.506 1.392 -3.502
C -2.834 -1.916 1.802
N -1.340 1.834 0.660
H -0.127 -4.625 -1.245
H 0.895 3.411 -0.250
C 0.881 -0.084 3.752
O 2.040 -1.660 -3.330
C -2.830 0.911 5.931
N 0.083 0.246 2.738
O 3.727 -1.786 -0.669
O 2.656 -3.052 1.284
H -1.551 0.070 -3.026
H 0.921 -4.723 0.203
H 2.959 0.136 -1.810
H 0.436 2.928 -3.208
H -1.595 1.964 -1.506
C -3.026 -2.488 0.553
C 0.068 2.936 -2.192
N -3.390 -0.274 4.093
H 1.984 3.733 -1.594
C -0.277 1.074 -4.448
O 1.552 -0.943 0.234
H 3.455 1.152 -3.987
H -2.087 1.650 -3.577
H -1.546 3.633 -0.476
H 3.708 1.722 -1.841
N -1.860 1.490 1.864
P 0.867 -2.049 -2.476
C -1.765 0.914 5.081
H 4.530 -1.969 -0.155
H -3.179 4.437 1.478
C 2.073 0.939 2.230
N 2.538 -4.098 -1.814
H -2.897 1.376 6.899
H -0.015 -3.151 -4.168
C 1.230 3.036 -1.218
H -0.805 1.394 5.177
H 0.489 -0.586 4.622
N -1.436 -0.920 0.418
H -3.726 -3.263 0.295
C -1.217 1.078 -3.243
H -0.250 -3.431 0.051
C -2.144 -1.830 -0.280
N 0.807 0.881 1.771
H -0.562 3.822 -2.127
B -1.469 0.181 2.635
H -4.811 -0.099 5.595
C 0.443 -4.053 -0.513
H 2.871 1.387 1.659
C -2.649 3.503 1.413
N 1.793 1.684 -0.988
P 2.395 -2.209 0.123
Mo 0.110 0.409 -0.220
N -0.730 1.687 -1.965
H -3.162 2.348 3.267
H -1.977 -1.970 -1.334
*
```

- energy relative to the best compared isomer or geometry (same formula, charge and spin) (kcal/mol) = 11.5
- Kohn-Sham gap (alpha / beta) (eV) = 6.9377 / 4.4787
- ⟨S²⟩ = 3.767

=====

C20H34Br8F9FeO6 as an isolated structure in a non-equilibrium geometry. Source: the OMol25 dataset; level of theory: ωB97M-V with the def2-TZVPD basis set.

```
! RIJCOSX wB97M-V def2-TZVPD def2/J DEFGRID3
* xyz -1 5
Fe -0.734 -2.371 0.407
C 1.373 3.812 3.858
O 0.775 -1.044 -0.218
H 3.126 -3.409 -5.371
H 2.761 -3.764 2.166
O -3.798 0.786 -1.625
H 1.543 -2.294 4.318
F 3.711 -2.823 -1.599
F 3.365 -0.705 -1.877
Br 1.907 1.093 3.159
H 4.524 -4.088 4.065
H 2.457 -4.674 -3.382
H 1.302 4.619 4.587
C -3.377 1.983 -2.343
C -2.867 1.922 -3.868
Br 1.922 -7.103 -4.275
H -0.849 4.902 0.019
F -1.917 1.001 -4.166
F -3.838 1.685 -4.742
O -2.601 -1.188 0.952
C 1.841 -1.954 -0.433
C 0.617 5.632 -1.553
C 2.711 -4.409 -5.497
H 3.890 -4.584 1.088
C -0.211 1.131 0.162
F -2.369 3.068 -4.260
H 2.261 4.038 3.267
C -0.639 5.736 -0.650
O -1.088 -1.805 2.335
H -4.635 4.194 -3.744
H -0.077 2.212 0.197
H -0.589 0.814 1.134
H -1.625 5.928 -1.074
O -4.660 2.685 -2.284
H 1.228 0.633 -1.308
C 0.868 -2.513 3.490
H 2.168 2.381 5.240
H 1.533 5.335 -1.042
H 3.849 -5.428 -4.006
F -4.702 -2.210 2.529
H -0.998 0.826 -0.529
H 0.692 6.609 -2.030
H 2.605 -1.711 0.306
H -4.115 4.702 -2.103
Br 2.873 -6.231 2.861
Br -0.030 4.529 -3.090
H -0.250 -0.952 4.157
C -2.462 -1.474 2.317
Br -0.299 7.257 0.625
H -6.363 5.510 -2.674
H -6.973 3.878 -3.068
H -6.511 4.178 -1.456
H -0.949 -2.585 4.297
H 0.381 2.243 4.916
C 1.370 2.430 4.499
C -3.469 -2.504 3.002
Br -0.172 3.946 2.610
O 1.111 -3.126 -0.175
C 4.746 -4.028 3.000
H -2.592 -0.553 2.886
H 1.412 -2.084 2.648
C -4.772 4.045 -2.673
C -0.454 -1.882 3.626
C 2.767 -1.874 -1.726
Br 5.249 -2.134 2.717
C 1.086 0.369 -0.260
C 3.592 -4.469 2.130
H 5.641 -4.650 2.978
H 0.802 -3.581 3.282
H 1.733 -4.476 -5.975
F -3.496 -2.472 4.325
C 2.790 -5.288 -4.220
Br 3.944 -5.315 -6.753
H -2.654 2.564 -1.770
F 2.182 -2.197 -2.855
H 1.930 0.634 0.376
F -3.252 -3.801 2.620
C -6.250 4.443 -2.480
*
```

- energy relative to the best compared isomer or geometry (same formula, charge and spin) (kcal/mol) = 73.9
- Kohn-Sham gap (alpha / beta) (eV) = 4.8577 / 4.8560
- ⟨S²⟩ = 6.007

=====

A 4-piece molecular cluster, C20H34BrCl2N2O6P overall in a non-equilibrium geometry. Source: the OMol25 dataset; level of theory: ωB97M-V with the def2-TZVPD basis set.

```
! RIJCOSX wB97M-V def2-TZVPD def2/J DEFGRID3
* xyz 0 1
C 0.342 1.479 -0.689
H -1.684 -0.406 -2.947
C -2.072 0.593 -0.098
H -0.099 2.127 -1.445
H -2.453 -1.410 0.637
H 0.220 -0.483 -1.712
C 0.950 0.267 -1.407
H -4.390 -0.722 -2.322
H 1.445 4.023 2.726
H -5.986 -4.232 0.611
O 5.499 -2.527 -0.670
C -1.061 2.641 0.855
C -1.963 -0.959 -0.223
O -8.966 -2.825 0.665
C -6.713 -2.181 0.960
N -3.930 1.059 1.686
H -8.483 -1.002 1.496
H 6.061 -4.264 -1.626
O -4.207 -1.441 -1.703
H 3.994 5.433 1.830
H 8.026 -2.908 -1.892
H 2.641 6.953 0.462
C 7.674 -1.845 -0.043
P -2.670 -1.845 -1.641
H 1.143 4.953 -0.671
C -6.748 -3.537 0.261
H -0.921 -1.261 -0.177
N -1.316 3.721 1.152
H 2.916 4.854 -0.709
H 8.515 -3.838 -0.472
H 1.158 6.396 1.245
H -6.540 -2.312 2.031
C 6.282 -1.357 -0.418
H -8.578 -4.657 -0.195
H 2.808 5.999 3.010
H 1.763 -1.015 0.189
C 7.776 -3.136 -0.854
C 2.041 4.915 -0.052
C 2.929 5.469 2.068
Cl 3.363 0.659 -0.202
H -6.618 -3.408 -0.815
H -8.204 -4.531 1.534
C -0.741 1.286 0.379
C 2.150 6.090 0.909
H 7.722 -2.069 1.025
O 1.995 3.740 0.761
C -8.163 -4.005 0.575
H 6.218 -4.281 0.140
H 6.308 -0.751 -1.330
C -3.133 0.866 0.884
H -5.948 -1.509 0.571
H 3.054 3.317 2.476
H 1.378 0.662 -2.331
Br -0.084 0.331 1.951
Cl -2.608 1.394 -1.621
H 8.451 -1.118 -0.273
C 2.079 -0.467 -0.691
H 2.527 -1.187 -1.372
H 1.147 2.057 -0.242
O -1.998 -1.320 -2.986
C -8.125 -1.671 0.713
C 6.353 -3.671 -0.759
O -2.485 -3.280 -1.439
H -8.194 -1.146 -0.248
C 2.348 4.063 2.109
H 5.805 -0.774 0.367
*
```

- Kohn-Sham gap (eV) = 8.9526

=====

A 8-piece molecular cluster, C20H34Cl12F6O4 overall in a non-equilibrium geometry. Source: the OMol25 dataset; level of theory: ωB97M-V with the def2-TZVPD basis set.

```
! RIJCOSX wB97M-V def2-TZVPD def2/J DEFGRID3
* xyz -1 2
C 3.526 -2.539 1.738
Cl -1.576 3.529 6.033
H -0.626 6.014 0.513
Cl 2.169 0.085 -5.328
C 3.144 -2.571 -5.420
H -0.482 3.159 3.173
Cl -0.435 3.813 -0.009
Cl 1.773 -1.098 -1.049
H 3.736 -1.662 1.125
C 0.955 5.941 -1.123
H 3.014 -2.665 -6.498
H 1.000 1.018 1.011
C -2.261 -1.786 5.331
C -3.468 0.358 -1.336
Cl -1.174 -1.432 -3.266
H -2.792 -3.322 -4.569
H 1.105 -2.056 -5.148
H -3.964 -0.376 -0.702
C 0.545 -0.997 0.316
F -7.136 4.186 -1.465
H 4.331 -2.568 2.472
F 6.877 -5.203 -0.754
H -4.116 0.458 -2.206
H -0.656 -0.380 4.773
C 5.231 -3.383 -0.804
H 2.727 -3.529 -0.016
H 1.839 5.624 -0.569
H -2.338 -4.836 -3.945
H -2.652 1.466 0.296
F 7.582 -3.241 -1.458
C -1.434 -0.479 5.531
Cl -0.823 -0.516 7.152
H -0.267 1.093 -0.166
Cl -1.255 -3.247 5.131
O -4.437 2.269 -0.273
F -5.968 4.871 0.282
Cl 1.824 3.317 3.350
C -0.006 3.868 5.147
C -2.410 -3.787 -3.660
H 1.051 5.609 -2.157
H -2.556 2.359 -1.184
H -2.928 -1.992 6.169
O 4.891 -2.297 -1.176
C -5.062 3.156 -1.121
H -1.208 5.743 -1.144
Cl -3.599 -3.753 -2.372
O -4.665 3.435 -2.243
H 0.759 3.923 5.922
C -6.309 3.813 -0.519
Cl 1.212 7.628 -1.304
H -0.838 -3.521 -2.130
H 4.134 -2.157 -5.228
H 3.013 -4.598 1.291
F 6.197 -4.398 -2.661
Cl -1.149 0.447 2.079
H -0.234 -3.534 -3.769
C 2.060 -1.651 -4.811
O 4.718 -4.091 0.208
H 2.077 -1.591 -3.723
H 0.233 1.896 4.346
C -3.202 1.688 -0.618
C -1.095 -3.265 -3.158
H -0.178 4.854 4.715
H -0.263 -1.683 0.062
C 6.523 -4.089 -1.423
C 3.439 -3.732 0.785
C 0.200 2.926 3.991
C 0.110 0.494 0.662
H 0.876 -1.448 1.252
H -2.152 0.336 5.442
Cl 2.971 -4.160 -4.666
H -2.863 -1.668 4.430
H 2.542 -2.382 2.179
C -0.401 5.537 -0.441
F -6.925 2.815 0.264
H -2.479 -0.044 -1.558
*
```

- Kohn-Sham gap (alpha / beta) (eV) = 2.2917 / 9.0090
- ⟨S²⟩ = 0.753

=====

A 4-piece molecular cluster, C20H34ClFN4O9P overall in a non-equilibrium geometry. Source: the OMol25 dataset; level of theory: ωB97M-V with the def2-TZVPD basis set.

```
! RIJCOSX wB97M-V def2-TZVPD def2/J DEFGRID3
* xyz 1 1
C -6.767 2.313 0.757
H 10.954 -4.151 -3.343
C -8.184 2.428 2.544
F 4.050 -1.056 -3.720
H 10.445 -3.030 -0.871
H -7.860 4.557 2.933
C 4.643 -2.105 -1.662
O -1.091 -3.756 -3.088
H -1.526 4.367 3.380
O -7.547 1.568 1.579
H -9.198 2.644 2.198
Cl -4.512 -0.869 2.039
C -2.189 -0.283 0.628
H -2.994 -3.388 -1.224
C 8.449 -2.798 -1.647
O -3.984 5.246 2.613
O -2.157 -2.933 -1.022
H -2.169 5.205 4.824
P -1.439 -2.518 -2.386
C 0.491 -0.570 -1.472
C -7.318 3.670 2.607
H -7.463 4.315 0.532
H -4.025 -1.083 -0.327
H -6.490 3.508 3.301
O 7.794 -2.433 -0.712
O 8.047 -2.657 -2.935
C -1.704 0.382 -0.704
N -0.250 0.319 -0.855
H -2.464 -2.220 -4.195
H -1.949 1.448 -0.574
H 4.479 -2.983 -1.018
O -2.429 -1.713 -3.363
H 4.792 0.045 -1.522
N 1.831 -0.492 -1.575
C -3.725 -0.408 0.482
H -8.241 1.916 3.503
H 9.619 -4.551 -1.326
H 5.609 -2.287 -2.165
H -2.132 2.228 4.181
C 4.853 -0.805 -0.824
C 9.784 -3.505 -1.591
H -5.788 4.192 1.156
H 10.830 -2.407 -3.118
H -4.154 3.461 6.104
H -1.784 2.966 5.744
H -2.281 0.058 -1.585
H 9.098 -2.701 -4.723
N 1.153 -2.259 -2.618
C -2.414 3.037 4.859
H -4.145 0.580 0.227
C 8.997 -3.289 -3.813
C 10.290 -3.351 -3.020
C 2.223 -1.545 -2.307
C -2.310 4.373 4.132
H 4.148 -0.721 0.011
H 3.490 -2.956 -3.245
H -4.253 1.928 5.216
H 5.887 -0.852 -0.456
C -3.897 2.956 5.170
O -6.179 1.869 -0.194
C -6.787 3.762 1.187
H -1.707 -1.248 0.821
H 0.272 1.074 -0.423
O -4.549 3.641 4.085
C 3.606 -1.957 -2.781
H 1.284 -3.093 -3.183
H -2.047 0.417 1.466
C -3.675 4.495 3.491
N 0.037 -1.710 -2.110
H 8.622 -4.281 -4.075
*
```

- energy relative to the best compared isomer or geometry (same formula, charge and spin) (kcal/mol) = 33.6
- Kohn-Sham gap (eV) = 8.7937

=====

C20H34F5GaO2PS2Sb2 as an isolated structure in a non-equilibrium geometry. Source: the OMol25 dataset; level of theory: ωB97M-V with the def2-TZVPD basis set.

```
! RIJCOSX wB97M-V def2-TZVPD def2/J DEFGRID3
* xyz 1 1
H 1.384 2.412 2.761
H 3.553 2.522 3.808
H -0.346 -1.750 -4.711
C 2.698 0.546 -2.507
C 2.748 2.092 4.340
H 2.358 -3.043 4.699
C 0.721 -2.406 3.381
H 2.403 2.951 4.944
C 0.374 1.201 4.192
C -0.753 3.909 -2.652
H 0.605 0.425 4.940
C -3.436 0.229 1.150
H 2.671 -1.536 3.744
H -3.725 0.004 2.170
H -1.016 2.985 -5.613
C -3.074 -0.832 0.309
C -2.749 0.773 -1.452
S 0.193 0.940 0.596
H -3.098 -1.860 0.732
H 0.714 2.516 -5.249
C -2.530 -1.752 -1.974
Sb -0.395 -2.093 -2.149
H -0.400 -4.726 -1.838
H -0.418 1.254 -5.676
H -3.123 2.110 -3.170
O 2.197 0.448 2.621
C -0.162 -3.885 -1.158
C -2.600 1.162 -2.913
F 3.129 2.530 -1.506
C -3.413 1.549 0.748
Sb -0.536 1.833 -3.069
C -0.534 -2.809 4.131
H -0.028 2.098 4.719
C -0.060 -2.672 -4.184
F 4.415 0.894 -0.919
F 3.379 -0.611 -2.907
H -0.371 -3.812 4.525
H -0.782 4.150 -1.540
C 1.655 1.616 3.453
H 0.960 -3.221 2.634
H 0.811 -4.097 -0.710
C -0.339 2.188 -5.175
H -1.410 -2.877 3.525
O 0.411 -1.216 2.555
P 1.340 -0.388 1.672
H -1.642 4.131 -3.270
F 4.707 1.872 -2.797
H 3.028 1.255 4.947
H 0.983 -2.819 -4.299
Ga 1.197 -0.118 -1.257
H -3.041 -2.633 -1.664
H -3.622 2.366 1.408
H -0.664 -2.189 5.022
H -0.673 -3.510 -4.514
C -2.780 -0.594 -1.021
H -2.946 -1.463 -2.932
H -1.039 -3.883 -0.416
C -3.122 1.780 -0.599
H 1.735 -1.433 5.099
H -3.087 2.850 -0.875
H 0.059 4.422 -3.139
F 2.331 1.158 -3.672
H -2.661 0.334 -3.595
C 3.803 1.475 -1.908
H -0.412 0.786 3.539
S 2.484 -1.423 0.428
C 1.942 -2.117 4.237
*
```

- energy relative to the best compared isomer or geometry (same formula, charge and spin) (kcal/mol) = 0.0
- Kohn-Sham gap (eV) = 8.4201

=====

A 3-piece molecular cluster, C20H34IN3O overall in a non-equilibrium geometry. Source: the OMol25 dataset; level of theory: ωB97M-V with the def2-TZVPD basis set.

```
! RIJCOSX wB97M-V def2-TZVPD def2/J DEFGRID3
* xyz 1 2
H -3.137 3.993 2.355
H 2.615 0.747 5.079
H -8.105 2.672 2.277
I 3.111 2.840 0.312
H 3.792 0.052 -0.298
H -7.609 1.143 1.330
H 3.695 0.239 -3.016
H -1.212 2.775 1.865
C -0.958 2.193 2.739
C -0.012 0.917 4.932
H 2.651 -3.109 -2.063
C -7.367 2.151 1.667
C -4.172 0.909 3.124
H 1.902 -2.164 -0.758
H 1.785 -4.487 -5.842
N -5.970 2.131 2.197
H -3.925 -0.028 3.601
C 2.757 -4.260 -5.404
H 0.394 0.390 5.783
H 0.428 -3.911 -1.209
C -5.189 3.251 2.194
H 3.113 -5.225 -5.043
C 4.194 -0.699 -0.979
C -3.844 3.214 2.598
H 1.522 0.969 -2.541
C 3.592 -0.689 -2.453
C -5.490 1.046 2.740
C 1.261 0.092 -1.948
C 1.614 -1.119 -4.067
H 1.819 -0.087 -4.355
C 0.393 2.176 3.035
H 1.130 2.623 2.385
H 3.534 -1.566 -5.139
C 1.839 -2.425 -1.814
N 2.050 -1.077 -2.629
H 4.264 -1.639 -0.433
H 2.542 2.527 4.738
H 1.712 0.215 -0.963
H 0.195 -0.110 -1.849
C -3.354 1.973 3.096
H -6.305 0.372 2.958
C 2.496 -1.875 -5.010
H 0.365 -3.770 -2.865
N 0.860 1.536 4.134
H 0.557 -1.384 -4.093
H -0.216 -2.373 -1.820
H -7.294 2.609 0.681
H -5.659 4.124 1.766
H -2.067 0.603 5.467
C 0.530 -3.150 -1.983
H 4.073 -1.453 -3.063
C -1.944 1.812 3.634
H 1.975 -2.003 -5.959
C -1.421 1.108 4.763
H 3.467 -3.956 -6.173
H 5.260 -0.474 -1.004
C 2.304 1.525 4.382
O 2.633 -3.191 -4.515
H 2.826 1.301 3.452
*
```

- Kohn-Sham gap (alpha / beta) (eV) = 5.2649 / 6.2222
- ⟨S²⟩ = 0.765